This record from OMol25 describes a cluster of 13 separate species, C5H35O13 in total at a distorted geometry. The level of theory is the ωB97M-V functional and the def2-TZVPD basis.

Structure (XYZ):
```
53
Properties=species:S:1:pos:R:3:forces:R:3
C -0.03378 1.41924 -0.31464 -0.839 -1.961 5.330
O -1.39273 1.62080 0.20713 -0.524 0.762 -1.271
C 0.62605 2.48417 -1.13350 0.179 -1.305 -2.929
C 2.15621 2.55283 -0.97546 -0.601 -1.249 -4.042
C 2.71600 1.28240 -1.79912 -0.169 0.524 2.081
C 3.66053 0.49548 -0.93974 -0.321 -0.230 0.190
H 0.40307 1.21651 0.73026 0.815 0.891 -1.686
H -0.04150 0.34429 -0.58348 0.421 0.540 -1.348
H 0.16280 3.42948 -1.19735 -0.839 1.160 1.068
H 0.45893 2.15929 -2.21584 0.255 0.374 0.975
H 2.41236 2.65538 0.04480 0.827 -0.065 0.890
H 2.60736 3.28664 -1.68036 -0.686 0.659 1.351
H 3.18086 1.60096 -2.72584 -0.165 0.108 -0.237
H 1.90543 0.58693 -1.98854 -0.317 0.171 -0.479
H 3.92476 -0.39881 -1.52955 0.461 0.115 0.799
H 3.08739 0.29782 -0.01643 0.623 -0.617 -0.512
H 4.49840 1.10663 -0.60458 0.410 -0.273 -0.280
H -1.33265 1.30049 2.85911 0.458 0.035 0.543
H -1.80554 2.71140 2.69317 0.611 -0.040 0.652
O -1.23604 2.19416 3.30133 -0.837 0.267 -0.900
H -2.08220 -0.67984 -1.35741 -0.685 -0.123 0.411
H -3.26310 0.17079 -1.72588 -0.375 -0.557 0.119
O -2.78682 -0.63255 -2.02388 0.300 0.473 -0.094
H -0.82382 -3.34203 1.29630 0.264 0.083 0.385
H -0.65913 -2.28503 2.39909 0.119 0.108 -0.227
O -1.06261 -3.13996 2.21692 0.057 -0.571 0.182
H -1.47717 -1.93814 -2.59345 0.777 -0.639 -0.144
H -0.25768 -1.19041 -2.29393 0.405 -0.496 -0.395
O -0.50437 -2.10829 -2.52525 -0.929 1.129 0.265
H -4.03992 0.39918 0.28393 -0.145 -0.539 0.142
H -3.12096 1.44288 -0.24700 0.131 0.401 0.099
O -4.05969 1.18110 -0.27152 0.037 0.242 -0.315
H -1.75808 -0.76334 2.66602 -0.165 0.558 -0.068
H -1.52444 0.96928 0.95132 0.613 0.309 -0.386
O -1.14404 -0.17682 2.19167 -0.498 -0.697 0.098
H 0.71561 0.69638 3.94714 -0.023 -0.156 0.227
H -0.09338 -0.48785 3.63301 0.340 -0.006 -0.527
O 0.78444 -0.27021 3.99817 0.198 0.449 0.731
H -1.80851 -0.91593 1.05810 -1.560 -1.135 -0.661
H -2.24990 -2.27275 0.20890 -0.510 0.955 0.597
O -2.61439 -1.42198 0.54443 1.771 0.204 -0.077
H 2.12222 -3.19253 1.41319 -0.588 0.092 -0.076
H 2.47654 -2.06026 0.39658 -0.365 0.233 0.141
O 2.82213 -2.78774 0.90797 1.214 -0.214 0.067
H 0.40921 -2.75721 -0.70918 -0.133 -0.587 0.358
H -0.05922 -4.15622 -0.90779 0.146 0.075 0.338
O 0.31727 -3.59608 -0.20910 -0.332 0.279 -0.881
H -2.28103 0.91013 -3.51335 0.096 -0.168 -0.279
H -2.50844 -0.44641 -4.08455 0.035 0.133 0.063
O -2.18917 0.42417 -4.34335 0.079 0.382 -0.433
H 2.18965 1.44553 1.99363 -0.103 0.357 -0.033
H 2.21058 0.11852 2.72710 -0.261 -0.135 -0.694
O 2.36254 0.51756 1.84081 0.323 -0.303 0.873
```
Positions in Å, forces in eV/Å.

Output
Electronic energy   -1189.62448 hartree
Kohn-Sham gap   0.35636 hartree
HOMO   -7.0 eV
Total charge   -1
Energy above the lowest of the compared OMol25 structures with the same formula, charge and spin   119.20 kJ/mol

This record from OMol25 describes a cluster of 5 separate species, C35H61B2N6O10 in total at a distorted geometry. The level of theory is the ωB97M-V functional and the def2-TZVPD basis.

Structure (XYZ):
```
114
Properties=species:S:1:pos:R:3:forces:R:3
C -5.52944 -2.16018 2.12750 4.202 -0.711 -5.027
C -4.81072 -2.12862 1.01280 -3.990 0.895 4.273
C -4.24835 -1.81020 -0.48839 0.154 -1.956 1.203
C -3.61539 -0.34059 -0.63915 1.128 0.733 2.734
C -4.76642 0.66119 -0.03288 -0.826 0.909 -1.192
C -6.24429 0.39742 -0.62130 0.209 -1.339 0.712
O -7.07009 1.57155 -0.26142 0.893 1.670 -2.751
C -6.95738 2.60030 -1.24904 -0.663 1.015 -2.799
C -6.38990 4.06064 -0.78687 0.024 -0.344 0.310
O -7.29488 2.49761 -2.47576 1.441 -0.482 5.225
O -2.52823 -0.06308 0.32263 -0.877 -2.041 -0.806
B -1.65199 1.06909 -0.11611 -0.942 1.511 -0.310
O -0.18802 0.89074 -0.07585 -0.047 -2.868 0.533
C 0.22328 -0.31233 0.60997 1.652 0.436 0.574
C 0.10654 -0.13652 2.24531 0.740 -0.513 -1.605
O 0.74078 1.16474 2.52568 0.371 -1.512 1.134
C 1.72916 1.05294 3.57909 -0.010 1.525 1.019
C 1.08506 0.57553 4.99380 0.607 0.083 -0.126
B -1.81496 2.53147 0.72457 -0.216 0.642 0.668
N -2.52571 2.41394 2.08356 0.744 1.078 -0.618
O -1.29021 3.80136 0.23677 -1.642 -0.873 0.035
O -2.29794 1.38920 -1.43735 -0.584 -1.479 -1.489
C -2.82939 0.11356 -1.98406 -0.400 5.283 0.151
C -3.79221 0.74383 -3.15971 -0.478 -0.333 -0.531
C -4.38861 -0.35769 -4.17934 -1.397 0.612 -0.738
C -4.29060 0.06217 -5.74966 2.185 -3.433 -1.928
O -3.66138 -0.72813 -6.53429 -3.127 4.294 3.070
O -4.93232 1.24958 -6.23445 0.327 -2.302 2.022
N -1.54729 -0.52662 -2.39442 -0.499 -1.862 -2.656
C -1.55424 -2.01091 -2.43927 0.882 -1.810 0.836
C -1.04092 -0.05769 -3.70136 -0.495 -0.316 -3.955
C -0.33357 1.39838 -3.93281 -0.867 0.119 -0.477
O -1.16296 -0.75771 -4.78357 0.786 2.383 5.057
H -5.86479 -2.43030 3.19888 0.790 0.744 -2.495
H -5.11822 -2.03501 -1.23419 1.427 0.738 1.363
H -3.49302 -2.68130 -0.66748 -1.145 1.819 0.273
H -4.52737 1.78017 -0.26413 -0.066 -2.136 0.170
H -4.80161 0.61680 1.13107 0.371 -0.382 -2.256
H -6.75489 -0.50116 -0.08801 0.897 1.640 -0.836
H -6.28227 0.16095 -1.74901 0.052 0.732 1.660
H -5.23197 4.05754 -0.68267 -1.975 -0.345 -0.224
H -6.66414 4.83770 -1.58818 0.317 -1.437 1.189
H -6.80327 4.39982 0.22875 0.519 -0.714 -1.476
H -0.24635 -1.28839 0.22755 0.272 1.460 0.695
H 1.37116 -0.41883 0.41647 -1.913 0.185 0.359
H -0.98395 -0.18441 2.61112 1.698 0.185 -0.500
H 0.78717 -0.95623 2.69414 -1.376 1.053 -0.534
H 2.12369 2.13527 3.76537 -0.738 -1.875 -0.614
H 2.65942 0.43231 3.29537 -1.616 0.612 0.257
H 1.49716 -0.47147 5.23500 -1.036 1.467 -0.207
H -0.06973 0.60845 4.93697 1.976 -0.231 0.079
H 1.43188 1.28520 5.84364 -0.575 -1.171 -1.432
H -1.80134 2.50465 2.81631 -0.743 0.183 -0.188
H -3.26724 3.12920 2.17513 0.874 -0.138 0.373
H -1.40851 3.84440 -0.73978 0.519 -0.472 1.039
H -3.24164 1.57856 -3.76099 -0.597 -1.706 1.214
H -4.71429 1.29377 -2.70372 1.932 -1.013 -0.444
H -3.96117 -1.41448 -4.07829 -0.353 1.806 -0.358
H -5.53496 -0.44991 -3.97026 1.829 0.070 -0.316
H -5.61986 1.45510 -5.54779 0.911 0.049 -0.737
H -1.48728 -2.38349 -1.33441 -0.415 0.657 -1.963
H -0.58548 -2.42921 -2.93647 -1.753 1.052 0.785
H -2.42836 -2.50570 -2.99603 1.110 0.761 0.842
H -0.49512 1.67724 -5.05430 0.220 -0.849 1.942
H -0.83645 2.23718 -3.32845 0.980 -1.567 -0.495
H 0.80254 1.37244 -3.77646 -1.781 -0.151 0.175
C 4.97616 2.30896 0.63652 -0.294 0.010 0.357
C 6.03156 3.18712 1.30111 -0.358 -0.010 -0.302
C 6.63066 2.54779 2.55545 -0.788 0.121 0.469
C 5.54751 2.30939 3.57356 -2.595 -0.766 2.824
N 4.68840 2.11886 4.38087 3.754 0.856 -3.377
H 4.12015 2.13825 1.29593 0.060 0.075 0.019
H 4.59691 2.78930 -0.26853 0.028 -0.155 0.085
H 5.39392 1.33953 0.35704 -0.219 0.220 0.118
H 5.58121 4.15289 1.55502 0.150 -0.071 0.061
H 6.83376 3.38532 0.58314 0.081 -0.004 0.188
H 7.38958 3.20576 2.98812 -0.110 -0.143 0.135
H 7.10848 1.59484 2.30954 -0.113 0.033 0.106
C 6.28181 -3.88585 0.48238 0.022 -0.088 -0.033
C 6.56621 -2.39596 0.32222 0.029 -0.269 -0.241
C 6.04376 -1.56126 1.49325 -0.911 -0.163 -0.198
C 4.54997 -1.71554 1.60519 -3.881 -0.160 0.527
N 3.36477 -1.83723 1.69235 5.111 0.415 -0.383
H 5.20823 -4.09070 0.50994 0.084 0.071 0.060
H 6.69701 -4.44444 -0.36080 -0.006 0.033 0.098
H 6.73071 -4.27421 1.40239 -0.059 -0.002 -0.071
H 6.11452 -2.04719 -0.61243 0.073 0.108 0.165
H 7.64694 -2.24785 0.23211 -0.087 0.119 0.049
H 6.28341 -0.50568 1.33813 -0.184 -0.081 0.057
H 6.50864 -1.88052 2.43076 -0.172 0.012 -0.024
C -5.21028 -7.10840 4.92336 -0.054 -0.050 0.112
C -5.86700 -6.21370 3.87710 -0.056 -0.169 0.263
C -4.88748 -5.73527 2.80330 0.458 0.560 0.539
C -3.78336 -4.93267 3.43887 3.005 2.160 1.342
N -2.90764 -4.29582 3.94351 -3.781 -2.801 -2.033
H -4.43195 -6.57667 5.47727 -0.023 -0.028 -0.125
H -5.95163 -7.44864 5.65154 0.067 -0.022 -0.073
H -4.76027 -7.99106 4.45767 -0.019 0.075 0.061
H -6.31633 -5.35079 4.38036 0.038 -0.036 -0.158
H -6.68095 -6.76610 3.39733 0.068 0.121 -0.068
H -5.40739 -5.11036 2.07169 0.248 0.079 0.062
H -4.45214 -6.58743 2.27311 0.080 0.121 0.089
C 8.62792 2.51069 -4.31183 0.029 -0.031 -0.093
C 7.96030 3.67050 -3.58019 0.053 -0.081 -0.367
C 7.88961 3.45766 -2.06640 -0.659 -0.664 -0.075
C 7.08514 2.22149 -1.76069 -1.956 -3.265 0.980
N 6.44704 1.24080 -1.51821 3.138 4.047 -1.535
H 8.06656 1.58044 -4.19006 0.052 0.087 0.060
H 8.68206 2.71876 -5.38363 0.036 -0.016 0.109
H 9.64650 2.34945 -3.94429 -0.082 -0.014 -0.045
H 6.95139 3.80978 -3.98270 0.090 0.050 0.153
H 8.51837 4.58912 -3.78589 -0.090 -0.019 0.141
H 7.41651 4.31960 -1.58753 -0.020 -0.188 0.061
H 8.89362 3.34520 -1.64667 -0.135 -0.111 0.024
```
Positions in Å, forces in eV/Å.

Output
Electronic energy   -2500.66373 hartree
Kohn-Sham gap   0.19119 hartree
HOMO   -3.5 eV
Total charge   -1

E_LUMO, record by record: 2.6; 1.7 eV